Record 1
{
  "formula": "C33H31Br12Cl2O5",
  "method": "the ωB97M-V functional and the def2-TZVPD basis",
  "energy_ev": -910495.1028,
  "total_charge": -1,
  "homo_lumo_gap_ev": 5.5922,
  "species": ["C", "C", "C", "C", "C", "O", "O", "C", "C", "C", "C", "Cl", "C", "C", "C", "C", "C", "C", "O", "C", "C", "O", "C", "C", "C", "C", "C", "C", "C", "C", "C", "C", "Cl", "C", "C", "O", "H", "H", "H", "H", "H", "H", "H", "H", "H", "H", "H", "H", "H", "H", "H", "H", "H", "H", "H", "H", "H", "H", "H", "H", "H", "H", "H", "C", "Br", "Br", "Br", "H", "C", "Br", "Br", "Br", "H", "C", "Br", "Br", "Br", "H", "C", "Br", "Br", "Br", "H"],
  "coordinates": [[3.33562, -0.90068, 4.10476], [3.50072, -0.82081, 2.78980], [3.44075, -0.16146, 1.31272], [4.64362, 0.78939, 0.84953], [5.85099, 0.95665, 1.93777], [6.73616, 0.00922, 1.93969], [5.92911, 2.03063, 2.83537], [4.66445, 1.52012, -0.57710], [5.90169, 2.46829, -1.02747], [5.54370, 4.04502, -1.09751], [5.20889, 4.55724, -2.60638], [4.19850, 4.49047, 0.12106], [3.38870, 1.20851, -1.52442], [3.23680, 1.85820, -3.01347], [3.63420, 1.20438, -4.24509], [2.20294, 0.26751, -1.04413], [2.20329, -0.46670, 0.38667], [0.96843, -1.44420, 0.78906], [1.08346, -2.51660, 1.46301], [-0.49517, -0.92016, 0.28427], [-1.78042, -1.16190, 1.18043], [-1.68980, -1.83846, 2.44344], [-2.24577, -3.18694, 2.39098], [-1.13377, -4.34565, 2.73924], [-3.16004, -0.62819, 0.62525], [-4.60036, -0.79637, 1.33997], [-4.60412, -0.52240, 2.93126], [-3.16410, 0.16205, -0.78141], [-1.86544, 0.39209, -1.64291], [-2.02779, 1.22129, -3.04531], [-2.54310, 2.71957, -2.58868], [-2.55965, 3.78155, -3.79993], [-1.37356, 3.22023, -1.21495], [-0.49644, -0.17918, -1.11915], [0.87987, -0.03685, -1.94578], [0.91495, -0.19553, -3.21864], [3.09820, -0.98083, 5.23673], [6.77430, 2.36805, -0.25709], [6.33696, 2.04919, -2.01936], [6.47770, 4.63654, -0.72312], [5.40916, 3.66637, -3.32850], [5.77137, 5.51834, -2.90439], [4.07613, 4.76186, -2.66129], [2.73799, 2.90372, -3.12740], [3.22226, 0.15972, -4.55216], [4.34774, 1.77230, -4.97131], [-2.65851, -3.35886, 1.33041], [-3.07288, -3.31820, 3.20531], [-0.24579, -3.88339, 3.31477], [-0.72558, -4.83570, 1.77116], [-1.61726, -5.21081, 3.36226], [-5.34995, -0.07760, 0.80923], [-5.02440, -1.86527, 1.13067], [-4.21842, -1.45777, 3.50725], [-5.71635, -0.37045, 3.23644], [-3.94279, 0.39663, 3.20002], [-4.16604, 0.56463, -1.21114], [-2.77256, 0.72062, -3.76571], [-0.98810, 1.41028, -3.53404], [-3.59933, 2.54128, -2.12636], [-3.27128, 4.64714, -3.46578], [-1.51905, 4.28520, -3.93234], [-3.00052, 3.37152, -4.77948], [-6.98540, -1.01163, -2.83115], [-6.85216, -2.68560, -3.80568], [-5.55297, -0.81509, -1.53233], [-7.08658, 0.51417, -4.02752], [-7.92208, -1.04160, -2.27305], [-4.54669, -5.71428, 5.00233], [-3.45578, -7.02688, 4.08194], [-3.47168, -4.26914, 5.72322], [-5.98630, -5.05565, 3.87847], [-5.01015, -6.21999, 5.85000], [7.34765, -0.41444, -5.32311], [6.64675, 0.14249, -3.60101], [7.93320, -2.26523, -5.29998], [6.08782, -0.07425, -6.76120], [8.22918, 0.19607, -5.52119], [-3.91707, -0.40563, 7.21833], [-2.39717, -0.77924, 6.07260], [-3.39095, 0.52361, 8.83963], [-5.31465, 0.53834, 6.26157], [-4.33296, -1.36689, 7.52260]],
  "forces_ev_per_angstrom": [[0.438, 0.456, -6.687], [-1.572, 1.674, 5.392], [-0.342, -0.164, -1.203], [-2.060, 0.062, -1.492], [3.160, 1.566, 3.792], [-3.353, 2.624, -0.920], [-1.491, -4.623, -5.020], [-3.021, -2.645, 1.208], [-0.177, -0.746, 0.996], [1.255, 0.427, -0.711], [-0.896, -0.658, 0.397], [1.113, -0.327, -1.185], [-1.402, -1.608, 1.462], [0.701, -1.152, -1.100], [-0.911, 1.007, 1.904], [1.277, -0.028, 1.934], [2.643, 2.172, -0.960], [-0.014, -1.614, 1.429], [-0.302, 4.642, -2.904], [-1.112, 0.784, -0.832], [-0.324, 1.505, -3.131], [-0.530, 0.506, -2.532], [0.048, -1.869, 0.262], [-0.081, -0.014, -0.296], [2.265, 0.992, -2.157], [0.408, -0.089, 0.020], [-0.161, -0.407, -0.274], [4.032, -0.977, 1.540], [-0.154, -2.093, 2.033], [0.832, 1.001, 1.663], [-0.451, -1.633, -0.894], [-0.414, 1.140, 1.232], [-1.145, 0.198, -1.288], [-3.086, -0.353, 1.977], [0.851, -0.322, -2.065], [-0.348, 0.882, 5.396], [0.794, 0.004, -2.839], [-1.892, -0.099, -1.121], [-0.972, 1.207, 1.574], [-1.805, -1.193, -0.571], [-0.142, 1.784, 1.115], [-0.769, -1.661, 0.562], [1.818, -0.204, -0.001], [2.140, -1.320, 0.679], [1.900, 1.407, 1.241], [-2.431, -0.579, 0.683], [0.411, 0.151, 1.749], [1.314, 0.689, -1.679], [-1.522, -0.744, -0.945], [-0.581, 1.029, 1.613], [0.885, 1.890, -1.112], [1.580, -1.111, 1.258], [0.886, 1.785, 0.440], [-0.575, 1.781, -1.015], [2.019, -0.067, -0.374], [-1.331, -1.642, -0.434], [3.036, 0.019, 1.405], [1.154, 0.782, 1.150], [-1.889, -0.807, 0.784], [1.977, 0.817, -0.680], [1.278, -1.472, -0.644], [-1.788, -1.241, 0.036], [0.916, 0.325, 1.562], [-0.359, -0.260, 0.275], [0.001, 0.341, 0.150], [-2.152, -1.219, -1.899], [0.098, -0.288, 0.227], [0.235, 0.015, -0.286], [-0.038, -0.095, 0.189], [-0.355, 0.137, 0.197], [-0.256, -0.257, -0.056], [0.331, -0.072, 0.178], [0.141, 0.155, -0.304], [0.152, 0.141, 0.204], [0.314, -0.441, -0.561], [-0.158, 0.342, -0.026], [0.215, -0.109, 0.230], [-0.296, -0.223, 0.025], [0.040, -0.211, -0.010], [-0.274, 0.139, 0.216], [-0.103, -0.143, -0.339], [0.261, -0.115, 0.260], [0.118, 0.315, -0.095]],
  "mulliken_charge": [-0.369, -0.750, 0.548, 0.229, -0.242, -0.652, -0.736, 0.464, -0.133, 0.029, -0.715, -0.190, 0.451, -0.237, -0.834, -0.050, 0.147, 0.134, -0.484, 0.319, -0.051, -0.440, 0.585, -0.697, 1.064, -0.867, -0.729, -1.005, 0.028, -0.630, 0.222, -1.061, -0.182, 0.761, 0.027, -0.565, 0.322, 0.403, -0.339, 0.424, 0.084, 0.301, 0.200, 0.311, 0.207, 0.283, 0.276, -0.497, 0.224, 0.288, -0.028, 0.331, 0.340, 0.069, 0.246, 0.325, 0.091, 0.392, 0.200, 0.260, 0.322, 0.291, 0.278, -0.474, -0.042, 0.182, -0.056, 0.348, -0.363, -0.030, 0.044, -0.020, 0.377, -0.376, 0.180, -0.041, -0.066, 0.383, -0.308, 0.003, -0.050, -0.036, 0.353]
}

Record 2
{
  "formula": "C33H31N10O9Sr",
  "method": "the ωB97M-V functional and the def2-TZVPD basis",
  "energy_ev": -68892.9884,
  "total_charge": -1,
  "homo_lumo_gap_ev": 6.2730,
  "relative_energy_ev": 0.133,
  "species": ["Sr", "N", "C", "C", "O", "N", "C", "C", "O", "O", "H", "H", "H", "H", "H", "H", "C", "N", "C", "C", "N", "C", "C", "C", "C", "C", "C", "N", "C", "N", "C", "C", "C", "C", "C", "C", "N", "H", "H", "H", "H", "H", "H", "H", "H", "H", "H", "H", "H", "H", "H", "H", "O", "C", "O", "C", "C", "C", "C", "C", "C", "N", "O", "O", "N", "O", "O", "H", "H", "H", "C", "C", "C", "C", "N", "C", "C", "H", "H", "H", "H", "H", "H", "H"],
  "coordinates": [[-0.47074, -1.54552, 0.94974], [0.93115, 0.29846, 4.89872], [-0.17940, -0.64032, 5.03447], [-0.82162, -0.88711, 3.67347], [-0.83821, 0.12752, 2.87874], [-1.34255, -2.01334, 3.28611], [-1.07620, -3.30040, 3.87850], [-0.35052, -4.26213, 2.89337], [-0.20318, -5.42556, 3.26526], [0.04442, -3.76390, 1.78001], [1.07741, 0.81334, 5.75669], [0.67424, 0.95930, 4.17170], [-0.99007, -0.26307, 5.67594], [0.17229, -1.57059, 5.47712], [-2.01210, -3.79917, 4.14577], [-0.46469, -3.28227, 4.78715], [-2.06278, 0.39910, -1.54897], [-1.88639, 0.53519, -0.10651], [-3.11036, 0.60002, 0.66379], [-3.71312, -0.76591, 0.82925], [-3.10526, -1.89024, 0.58359], [-3.97551, -2.88682, 1.00299], [-3.79048, -4.26480, 1.04371], [-4.82442, -5.03147, 1.54691], [-6.01501, -4.44636, 2.00113], [-6.20363, -3.07568, 1.98197], [-5.15661, -2.31239, 1.48262], [-4.96604, -0.94691, 1.34261], [-0.86772, -0.26235, -2.16560], [-0.39325, -1.42985, -1.78842], [0.70181, -1.64346, -2.61396], [1.59022, -2.71534, -2.66165], [2.63384, -2.64280, -3.56456], [2.79619, -1.53247, -4.40830], [1.91220, -0.46901, -4.38163], [0.85999, -0.54791, -3.47512], [-0.18391, 0.30522, -3.18549], [-2.23396, 1.36026, -2.04425], [-2.92669, -0.24466, -1.73191], [-1.27842, 1.32922, 0.07505], [-3.86313, 1.28223, 0.23862], [-2.84458, 0.95712, 1.66273], [-2.85279, -4.70154, 0.72415], [-4.70809, -6.10528, 1.60931], [-6.80008, -5.08120, 2.39166], [-7.11622, -2.62677, 2.35294], [-5.57906, -0.21776, 1.65908], [1.46748, -3.56418, -2.00059], [3.34731, -3.45592, -3.61996], [3.62939, -1.51193, -5.10011], [2.03245, 0.38583, -5.03445], [-0.21988, 1.33360, -3.34366], [-0.19468, 2.88604, -3.06510], [0.15078, 3.11991, -1.88038], [0.18963, 2.32945, -0.91955], [0.58320, 4.56006, -1.59828], [0.56449, 5.50296, -2.61643], [0.95702, 6.79994, -2.33836], [1.37110, 7.20248, -1.08403], [1.37673, 6.23775, -0.09594], [0.99228, 4.92825, -0.32406], [1.81283, 6.63617, 1.25754], [1.79496, 5.79132, 2.12599], [2.17573, 7.78638, 1.41550], [0.93648, 7.80522, -3.41899], [1.26692, 8.94131, -3.13904], [0.57021, 7.44458, -4.51783], [0.24466, 5.20701, -3.60438], [1.67412, 8.21766, -0.88649], [1.00373, 4.18966, 0.46464], [5.90406, -1.70251, -1.58064], [4.59929, -1.55838, -0.85199], [3.81785, -0.41841, -1.00743], [2.61267, -0.32885, -0.33861], [2.15290, -1.29438, 0.46296], [2.89803, -2.38909, 0.62000], [4.12098, -2.55368, -0.01113], [5.80710, -1.35892, -2.61124], [6.23977, -2.73890, -1.58835], [6.67913, -1.10010, -1.10216], [4.12579, 0.38354, -1.66658], [1.97514, 0.54320, -0.46096], [2.47200, -3.16154, 1.25333], [4.68142, -3.46817, 0.13825]],
  "forces_ev_per_angstrom": [[-0.055, -0.137, 0.112], [0.004, 0.012, 0.009], [0.006, 0.003, 0.006], [-0.038, -0.028, -0.030], [-0.045, -0.014, -0.031], [0.130, -0.038, 0.015], [-0.030, -0.002, -0.023], [0.030, -0.020, 0.003], [-0.018, -0.002, 0.002], [0.001, 0.044, 0.027], [0.003, -0.003, 0.001], [-0.005, -0.007, -0.005], [0.001, -0.003, 0.004], [-0.005, -0.006, -0.007], [-0.003, 0.009, 0.011], [-0.002, 0.004, 0.007], [-0.014, -0.013, -0.001], [0.020, -0.054, -0.004], [0.012, 0.010, -0.011], [-0.010, 0.048, -0.040], [0.012, 0.125, -0.022], [0.013, -0.016, 0.022], [0.001, 0.015, -0.007], [-0.004, -0.004, 0.001], [-0.001, -0.004, 0.001], [-0.001, 0.007, 0.002], [0.013, 0.002, -0.003], [-0.013, -0.021, 0.031], [0.082, 0.007, -0.098], [-0.002, -0.030, -0.003], [-0.007, -0.052, 0.053], [0.002, 0.018, 0.001], [0.009, 0.004, -0.005], [0.013, -0.010, 0.000], [-0.011, 0.004, 0.004], [-0.079, -0.015, 0.020], [0.045, -0.524, 0.014], [-0.017, -0.014, -0.007], [-0.001, -0.001, 0.009], [-0.039, -0.018, -0.005], [-0.011, 0.000, -0.002], [0.007, -0.008, 0.004], [-0.005, -0.012, 0.003], [0.002, -0.001, 0.001], [0.002, -0.004, 0.000], [0.000, 0.000, 0.001], [0.002, 0.001, -0.001], [-0.001, -0.003, 0.002], [0.002, 0.000, -0.003], [0.004, -0.002, -0.001], [0.001, 0.002, -0.003], [-0.047, 0.139, -0.007], [-0.027, 0.430, -0.059], [0.105, 0.058, 0.123], [0.022, 0.108, -0.050], [-0.021, 0.000, -0.014], [0.005, -0.019, 0.005], [0.041, -0.017, -0.012], [0.002, -0.001, -0.007], [-0.029, 0.006, 0.005], [-0.011, -0.020, -0.007], [0.104, -0.024, 0.003], [-0.035, 0.010, -0.005], [-0.041, 0.005, 0.000], [-0.161, 0.053, 0.029], [0.057, -0.024, -0.010], [0.057, -0.019, -0.009], [0.002, 0.017, -0.007], [0.002, 0.000, 0.006], [0.004, 0.006, 0.007], [0.000, 0.009, 0.009], [0.008, 0.006, -0.010], [-0.013, -0.018, 0.008], [-0.014, 0.024, 0.030], [-0.021, 0.027, -0.059], [-0.015, 0.046, -0.007], [0.003, -0.021, 0.009], [-0.004, -0.008, -0.002], [0.002, 0.000, -0.001], [0.002, 0.001, -0.002], [0.010, -0.005, -0.004], [-0.003, -0.003, -0.011], [0.016, -0.014, -0.005], [0.000, 0.000, 0.000]],
  "mulliken_charge": [1.341, -0.658, -0.458, 0.726, -0.646, -0.220, -0.689, 0.333, -0.798, -0.553, 0.215, 0.238, 0.235, 0.269, 0.272, 0.233, -0.871, 0.387, -1.397, 0.382, 0.178, 0.063, -0.507, -0.766, -0.332, -1.111, 0.796, -0.077, 0.353, -0.576, 0.193, -0.647, -0.700, -0.528, -0.921, 0.533, -0.078, 0.279, 0.626, 0.059, 0.457, 0.406, 0.435, 0.390, 0.377, 0.382, 0.211, 0.502, 0.433, 0.419, 0.483, 0.340, -0.929, 0.543, -0.558, -0.069, -0.392, -0.161, -0.321, -0.131, -0.600, 1.083, -0.617, -0.639, 1.076, -0.639, -0.623, 0.622, 0.603, 0.783, -1.606, 1.218, -0.799, -0.557, -0.023, -0.577, -0.732, 0.337, 0.364, 0.365, 0.422, 0.645, 0.527, 0.372]
}